[1]
87
Properties=species:S:1:pos:R:3:mulliken_spin:R:1 method="wB97M-V/def2-TZVPD" charge=+3 homo_energy_ev="-15.315 / -15.390" lumo_ev="-7.652 / -9.760" homo_lumo_gap_ev="7.66 / 5.63" relative_energy_ev=0.000 multiplicity=5
Os -0.064 -0.034 -0.502 3.19
C 0.812 -5.494 1.483 0.00
O 0.495 -4.137 1.141 0.00
C 0.443 -3.244 2.156 -0.02
C 0.511 -3.556 3.506 0.03
C 0.427 -2.563 4.480 0.01
C 0.261 -1.250 4.115 0.04
C 0.184 -0.903 2.753 0.02
C -0.003 0.471 2.435 0.04
N -0.110 0.977 1.238 -0.07
N -0.313 2.350 1.162 0.04
C -0.393 2.724 -0.072 0.03
O -0.302 1.817 -1.056 0.06
C -0.563 4.123 -0.459 0.01
C -0.588 5.120 0.520 0.00
C -0.729 6.442 0.144 0.00
C -0.845 6.776 -1.201 0.00
C -0.820 5.787 -2.176 0.00
C -0.677 4.460 -1.809 0.01
C 0.291 -1.908 1.779 0.11
O 0.275 -1.639 0.459 0.20
H 0.887 -6.030 0.542 0.00
H 0.031 -5.946 2.092 0.00
H 1.768 -5.544 2.000 0.00
H 0.623 -4.586 3.820 0.00
H 0.482 -2.837 5.523 0.00
H 0.188 -0.473 4.864 0.00
H -0.062 1.189 3.248 -0.01
H -0.490 4.851 1.563 0.00
H -0.745 7.218 0.897 0.00
H -0.953 7.813 -1.490 0.00
H -0.910 6.054 -3.220 0.00
H -0.655 3.685 -2.563 0.00
O -2.800 -0.301 1.414 0.01
C -3.137 -0.025 0.264 -0.04
O -2.465 -0.208 -0.806 0.11
C -4.513 0.622 0.060 0.01
N -5.105 0.844 1.433 0.00
C -6.431 0.117 1.503 0.00
C -6.856 0.038 0.048 0.00
C -5.539 -0.250 -0.675 0.00
H -4.387 1.590 -0.423 0.00
H -5.227 1.836 1.627 0.00
H -4.400 0.465 2.087 0.00
H -7.106 0.656 2.161 0.00
H -6.231 -0.868 1.922 0.00
H -7.279 0.989 -0.281 0.00
H -7.607 -0.732 -0.110 0.00
H -5.572 -0.010 -1.735 0.00
H -5.276 -1.305 -0.569 0.00
C -0.153 -4.412 -3.687 0.00
N -1.465 -4.056 -2.953 0.00
C -2.443 -3.468 -3.993 0.00
N -1.858 -2.360 -4.662 0.00
C -0.615 -2.757 -5.326 0.00
N 0.360 -3.277 -4.367 0.01
C 0.882 -2.243 -3.473 0.00
P -0.492 -1.526 -2.479 0.05
C -1.219 -3.092 -1.832 0.00
C -1.704 -1.172 -3.820 0.01
H -0.408 -5.205 -4.389 0.00
H 0.540 -4.785 -2.935 0.00
H -1.869 -4.915 -2.572 0.00
H -3.347 -3.186 -3.455 0.00
H -2.659 -4.274 -4.693 0.00
H -0.192 -1.900 -5.847 0.00
H -0.837 -3.532 -6.060 0.00
H 1.357 -1.457 -4.060 0.00
H 1.642 -2.655 -2.807 0.00
H -2.165 -2.869 -1.337 0.00
H -0.542 -3.542 -1.101 -0.01
H -1.356 -0.336 -4.427 0.00
H -2.655 -0.885 -3.369 0.01
O 1.922 0.076 -1.641 0.11
S 2.481 1.392 -2.265 0.02
C 4.195 0.959 -2.687 0.01
C 5.094 1.932 -1.929 0.00
C 4.435 2.141 -0.570 0.00
C 2.973 2.452 -0.874 0.00
H 4.308 0.979 -3.769 0.00
H 4.304 -0.064 -2.321 0.00
H 5.166 2.880 -2.466 0.00
H 6.101 1.526 -1.851 0.00
H 4.891 2.957 -0.011 0.00
H 4.511 1.236 0.034 0.00
H 2.830 3.477 -1.223 0.00
H 2.271 2.259 -0.062 0.00

[2]
73
Properties=species:S:1:pos:R:3:lowdin_charge:R:1 method="wB97M-V/def2-TZVPD" charge=+1 homo_energy_ev=-10.655 lumo_ev=-5.406 homo_lumo_gap_ev=5.25 relative_energy_ev=0.292 multiplicity=1
C -3.786 -0.143 -2.574 -0.04
C -2.963 -1.032 -1.694 -0.26
C -2.417 -0.520 -0.519 0.00
C -1.688 -1.323 0.359 -0.20
C -1.185 -0.638 1.602 -0.04
C -1.424 -2.663 0.022 -0.15
C -0.534 -3.517 0.908 -0.30
C -1.242 -3.883 2.223 -0.03
C 0.872 -2.880 1.151 -0.13
C 1.503 -2.252 -0.017 0.15
C 2.877 -2.002 -0.178 -0.10
C 3.458 -2.073 -1.496 -0.17
C 2.701 -2.660 -2.648 -0.02
C 4.770 -1.674 -1.695 0.02
C 5.568 -1.223 -0.637 -0.20
C 6.945 -0.692 -0.903 -0.02
C 5.046 -1.267 0.660 0.02
C 3.752 -1.684 0.925 -0.15
C 3.342 -1.760 2.357 -0.02
C -1.990 -3.197 -1.150 -0.21
C -1.814 -4.639 -1.547 -0.04
C -2.722 -2.372 -2.001 0.00
H -4.152 -0.685 -3.451 0.08
H -4.653 0.257 -2.030 0.09
H -3.192 0.713 -2.919 0.09
H -2.565 0.535 -0.265 0.11
H -0.936 -1.308 2.432 0.05
H -0.303 -0.010 1.379 0.09
H -1.960 0.053 1.976 0.10
H -0.346 -4.474 0.402 0.12
H -2.218 -4.329 1.995 0.10
H -0.667 -4.612 2.811 0.09
H -1.427 -3.007 2.855 0.07
H 0.789 -2.075 1.896 0.11
H 1.507 -3.668 1.605 0.14
H 0.828 -2.011 -0.848 0.14
H 3.287 -2.540 -3.567 0.09
H 2.519 -3.738 -2.521 0.11
H 1.730 -2.176 -2.798 0.09
H 5.192 -1.716 -2.702 0.14
H 7.423 -0.373 0.031 0.09
H 7.562 -1.473 -1.370 0.10
H 6.929 0.165 -1.596 0.11
H 5.684 -0.972 1.497 0.13
H 4.225 -1.612 2.987 0.09
H 2.629 -0.974 2.627 0.11
H 2.918 -2.728 2.639 0.08
H -2.368 -4.828 -2.473 0.08
H -0.766 -4.900 -1.749 0.08
H -2.206 -5.339 -0.798 0.09
H -3.115 -2.796 -2.927 0.12
C -4.465 3.660 -0.846 -0.12
C -2.950 3.733 -0.756 -0.28
C -2.525 4.166 0.647 -0.21
C -1.004 4.293 0.835 -0.32
H -0.554 3.272 0.729 0.14
C -0.733 4.917 2.232 -0.16
C -0.439 6.427 1.991 -0.18
C -0.186 6.502 0.508 -0.08
C -0.456 5.340 -0.117 -0.07
H -4.797 3.263 -1.810 0.07
H -4.877 3.022 -0.055 0.07
H -4.910 4.656 -0.727 0.08
H -2.486 2.771 -1.016 0.09
H -2.573 4.449 -1.497 0.10
H -3.004 5.136 0.858 0.13
H -2.934 3.460 1.388 0.12
H -1.559 4.802 2.944 0.11
H 0.152 4.444 2.670 0.10
H -1.304 7.025 2.310 0.11
H 0.408 6.792 2.581 0.10
H 0.148 7.434 0.049 0.10
H -0.370 5.147 -1.185 0.10

[3]
87
Properties=species:S:1:pos:R:3:mulliken_spin:R:1 method="wB97M-V/def2-TZVPD" charge=0 homo_energy_ev="-6.406 / -6.406" lumo_ev="-1.346 / -2.469" homo_lumo_gap_ev="5.06 / 3.94" relative_energy_ev=0.665 multiplicity=2
Cs 0.076 0.421 0.190 0.00
C 2.600 3.122 -1.493 0.00
C 1.155 3.613 -1.614 0.00
C 1.118 5.140 -1.588 0.00
C 0.549 3.111 -2.928 0.00
O 0.369 3.058 -0.582 0.00
Ge 0.500 3.602 1.248 0.00
O 1.609 2.113 1.664 0.00
C 2.339 2.045 2.876 0.00
C 1.381 1.738 4.029 0.00
C 3.097 3.342 3.155 0.00
C 3.338 0.901 2.706 0.00
O -1.033 2.588 1.651 0.00
C -2.300 3.192 1.842 0.00
C -2.880 3.608 0.488 0.00
C -2.214 4.407 2.765 0.00
C -3.185 2.127 2.487 0.00
H 3.233 3.527 -2.287 0.00
H 2.631 2.031 -1.545 0.00
H 3.017 3.419 -0.529 0.00
H 1.632 5.557 -2.457 0.00
H 1.594 5.527 -0.687 0.00
H 0.083 5.488 -1.598 0.00
H 1.081 3.508 -3.796 0.00
H -0.498 3.413 -2.987 0.00
H 0.596 2.019 -2.963 0.00
H 0.619 2.517 4.099 0.00
H 1.905 1.677 4.986 0.00
H 0.870 0.791 3.849 0.00
H 2.413 4.168 3.346 0.00
H 3.714 3.608 2.294 0.00
H 3.748 3.225 4.024 0.00
H 2.804 -0.036 2.527 0.00
H 3.960 0.774 3.595 0.00
H 3.985 1.099 1.850 0.00
H -2.196 4.290 -0.020 0.00
H -3.848 4.101 0.600 0.00
H -3.007 2.730 -0.148 0.00
H -1.650 5.219 2.306 0.00
H -1.716 4.133 3.697 0.00
H -3.214 4.776 3.004 0.00
H -3.242 1.247 1.843 0.00
H -4.197 2.499 2.661 0.00
H -2.756 1.818 3.441 0.00
C -5.442 0.103 -7.399 0.00
O -4.117 0.416 -7.001 0.02
C -3.183 -0.551 -7.089 0.07
C -3.395 -1.812 -7.644 -0.02
C -2.347 -2.712 -7.687 0.07
C -1.101 -2.394 -7.143 0.00
C -0.886 -1.111 -6.622 0.05
C -1.918 -0.205 -6.600 -0.04
N -0.133 -3.396 -7.231 0.20
N 0.875 -3.393 -6.490 0.02
C 0.995 -2.907 -5.246 0.28
C 2.280 -2.426 -4.863 -0.05
C 2.476 -1.765 -3.698 0.18
C 1.395 -1.584 -2.756 0.03
O 1.519 -0.952 -1.713 0.14
C 0.103 -2.251 -3.062 0.04
N -0.842 -2.178 -2.110 -0.02
C -1.984 -2.801 -2.326 0.03
C -2.242 -3.558 -3.471 -0.03
C -1.287 -3.626 -4.454 0.05
C -0.081 -2.928 -4.274 -0.02
H -6.040 0.976 -7.154 0.00
H -5.823 -0.763 -6.852 0.00
H -5.499 -0.087 -8.474 0.00
H -4.355 -2.088 -8.054 0.00
H -2.472 -3.691 -8.130 0.00
H 0.081 -0.805 -6.247 0.00
H -1.775 0.793 -6.207 0.00
H 3.069 -2.551 -5.594 -0.01
H 3.425 -1.324 -3.425 0.00
H -2.732 -2.712 -1.546 0.00
H -3.186 -4.078 -3.564 0.00
H -1.453 -4.216 -5.345 0.01
N 0.621 -3.998 0.248 0.00
C 0.421 -4.625 1.415 0.00
N 0.970 -5.855 1.578 0.00
N -0.305 -4.164 2.425 0.00
C -0.824 -2.975 2.140 0.00
N -1.283 -1.956 1.837 0.00
H 1.195 -4.416 -0.461 0.00
H 0.252 -3.071 0.079 0.00
H 1.745 -6.146 1.009 0.00
H 0.910 -6.233 2.507 0.00

[4]
91
Properties=species:S:1:pos:R:3:lowdin_charge:R:1 method="wB97M-V/def2-TZVPD" charge=-1 homo_energy_ev=-2.325 lumo_ev=-0.807 homo_lumo_gap_ev=1.52 multiplicity=1
C 1.361 4.544 -5.930 -0.09
C 0.658 3.710 -4.862 -0.34
C 0.467 2.266 -5.270 -0.21
C -0.687 1.638 -4.493 -0.19
C -0.332 1.547 -3.009 -0.19
C -0.302 0.150 -2.369 -0.09
C -0.740 0.143 -0.946 -0.08
C -1.584 -0.729 -0.393 -0.07
C -2.252 -1.834 -1.139 -0.14
O -1.329 -2.801 -1.640 -0.16
O -0.539 -3.192 -0.502 0.01
C -1.830 -0.654 1.064 -0.29
O -2.911 -0.945 1.507 0.13
C -0.669 -0.237 1.859 -0.02
C -0.378 -0.782 3.112 -0.19
N -1.217 -1.740 3.727 0.02
C -2.395 -1.190 4.441 -0.20
C -2.292 -1.282 5.963 -0.23
C -2.696 0.015 6.682 -0.10
C 0.828 -0.404 3.722 0.06
C 1.716 0.510 3.151 -0.11
C 3.023 0.762 3.863 -0.04
C 4.101 -0.343 3.789 -0.23
O 3.934 -1.191 4.919 -0.01
C 4.136 -1.200 2.523 -0.61
F 3.196 -2.180 2.514 0.12
F 5.311 -1.838 2.468 0.16
F 3.952 -0.454 1.476 0.19
C 1.376 1.162 1.930 -0.06
C 2.209 2.264 1.332 -0.07
C 1.914 3.587 2.013 -0.40
C 3.101 4.388 2.450 -0.03
N 0.716 3.972 2.197 0.13
C 0.201 0.716 1.292 -0.02
C -0.148 1.177 -0.056 -0.28
O 0.031 2.288 -0.473 0.09
H 1.744 5.489 -5.560 0.07
H 0.685 4.718 -6.756 0.08
H 2.190 3.973 -6.326 0.09
H 1.221 3.758 -3.925 0.10
H -0.351 4.122 -4.722 0.06
H 1.383 1.749 -5.004 0.13
H 0.277 2.181 -6.335 0.12
H -1.003 0.707 -4.947 0.11
H -1.532 2.321 -4.561 0.10
H -1.038 2.137 -2.447 0.10
H 0.652 1.964 -2.854 0.10
H -0.810 -0.610 -2.948 0.11
H 0.744 -0.154 -2.343 0.15
H -2.785 -1.472 -2.011 0.14
H -2.949 -2.336 -0.476 0.12
H 0.329 -3.310 -0.908 0.11
H -0.654 -2.243 4.398 0.10
H -3.280 -1.711 4.099 0.10
H -2.514 -0.160 4.135 0.11
H -2.910 -2.091 6.329 0.09
H -1.266 -1.495 6.240 0.09
H -3.216 -0.195 7.608 0.06
H -1.809 0.574 6.955 0.07
H -3.306 0.647 6.050 0.06
H 1.097 -0.874 4.655 0.12
H 2.805 0.857 4.921 0.13
H 3.462 1.694 3.545 0.10
H 5.068 0.148 3.805 0.16
H 4.330 -2.042 4.715 0.09
H 3.272 2.091 1.423 0.08
H 1.945 2.349 0.292 0.11
H 2.885 4.851 3.411 0.08
H 3.996 3.790 2.534 0.06
H 3.289 5.171 1.726 0.08
H 0.723 4.869 2.681 0.04
O -5.052 -2.634 -5.788 0.10
C -5.020 -3.435 -4.893 -0.53
O -3.847 -3.675 -4.284 0.00
C -3.737 -4.464 -3.090 -0.23
C -3.625 -5.944 -3.391 -0.06
C -6.247 -4.221 -4.484 0.01
H -4.561 -4.244 -2.410 0.12
H -2.828 -4.116 -2.608 0.10
H -4.518 -6.328 -3.885 0.07
H -3.476 -6.503 -2.468 0.08
H -2.777 -6.126 -4.051 0.08
H -6.321 -5.100 -5.122 0.09
H -7.117 -3.593 -4.653 0.09
H -6.250 -4.537 -3.444 0.07
Li -0.119 5.243 -3.241 0.72
O 7.524 0.694 1.689 -0.44
S 6.586 1.271 0.701 0.19
O 7.281 2.259 -0.161 -0.43
O 5.466 1.946 1.440 -0.47
O 6.032 0.199 -0.168 -0.43

[5]
80
Properties=species:S:1:pos:R:3:lowdin_charge:R:1 method="wB97M-V/def2-TZVPD" charge=0 homo_energy_ev=-7.041 lumo_ev=0.329 homo_lumo_gap_ev=7.37 multiplicity=1
Sc 0.491 -0.426 0.335 1.12
C 0.085 -0.379 -4.246 -0.05
C 0.315 1.053 -3.761 -0.36
C 1.584 1.206 -2.921 -0.06
C -0.871 1.641 -3.032 -0.14
C -1.437 2.784 -3.580 -0.04
C -2.513 3.416 -2.991 -0.07
C -3.042 2.903 -1.825 -0.04
C -2.511 1.761 -1.246 -0.15
C -3.109 1.250 0.043 -0.37
C -4.594 0.929 -0.130 -0.04
C -2.879 2.283 1.148 -0.04
C -1.403 1.129 -1.837 -0.19
N -0.890 -0.057 -1.230 -0.06
C -1.628 -1.172 -1.472 -0.29
C -2.734 -1.240 -2.355 -0.02
C -3.440 -2.405 -2.535 -0.08
C -3.088 -3.578 -1.878 -0.09
C -2.004 -3.568 -1.015 -0.01
C -1.320 -2.391 -0.841 -0.15
F -0.210 -2.360 0.077 -0.05
H 0.939 -0.707 -4.836 0.08
H -0.803 -0.425 -4.876 0.09
H -0.053 -1.070 -3.421 0.05
H 0.458 1.658 -4.664 0.13
H 1.461 0.771 -1.914 0.04
H 1.812 2.266 -2.802 0.09
H 2.422 0.719 -3.415 0.08
H -1.025 3.179 -4.497 0.11
H -2.932 4.303 -3.441 0.10
H -3.886 3.401 -1.371 0.11
H -2.588 0.331 0.339 0.09
H -5.156 1.828 -0.363 0.07
H -4.998 0.500 0.783 0.08
H -4.742 0.214 -0.936 0.07
H -3.378 3.223 0.923 0.08
H -1.809 2.468 1.250 0.08
H -3.255 1.911 2.097 0.07
H -3.011 -0.345 -2.890 0.12
H -4.287 -2.402 -3.207 0.11
H -3.644 -4.485 -2.042 0.10
H -1.698 -4.457 -0.488 0.12
C -1.301 1.475 4.289 -0.17
Si -0.651 -0.212 3.619 0.48
C -2.061 -1.232 2.801 -0.15
C -0.045 -1.249 5.118 -0.16
N 0.513 -0.005 2.350 -0.19
C 1.822 0.368 2.663 -0.32
C 2.172 0.927 3.891 -0.07
C 3.481 1.229 4.213 -0.10
C 4.483 1.011 3.285 -0.10
C 4.166 0.491 2.043 -0.06
C 2.859 0.143 1.702 -0.32
N 2.520 -0.433 0.482 -0.19
Si 3.684 -1.155 -0.576 0.47
C 4.889 -2.406 0.235 -0.16
C 4.714 0.165 -1.526 -0.17
C 2.535 -2.149 -1.759 -0.16
H -2.382 1.572 4.242 0.01
H -0.873 2.298 3.720 0.02
H -1.012 1.618 5.327 0.02
H -3.042 -0.887 3.110 0.03
H -1.981 -2.276 3.089 0.03
H -2.023 -1.183 1.707 -0.01
H -0.781 -1.287 5.916 0.03
H 0.869 -0.845 5.539 0.01
H 0.173 -2.273 4.827 0.02
H 1.397 1.123 4.612 0.08
H 3.714 1.632 5.188 0.10
H 5.510 1.251 3.520 0.10
H 4.946 0.338 1.314 0.08
H 5.452 -1.941 1.037 0.01
H 5.604 -2.809 -0.476 0.03
H 4.348 -3.242 0.667 0.02
H 5.595 0.446 -0.957 0.02
H 4.132 1.071 -1.673 0.01
H 5.056 -0.176 -2.498 0.02
H 2.254 -3.094 -1.300 0.03
H 3.016 -2.379 -2.704 0.03
H 1.618 -1.589 -1.974 -0.02

- The highest charge belongs to which entry?
  C30H42N6O6OsPS

- Which value of charge does entry 5 give?
  0

- Among the records above, which one has the highest charge?
  C30H42N6O6OsPS

- Among the records above, which one has the lowest charge?
  C30H43F3LiN2O11S